Run i
{
  "formula": "C5H10NO2",
  "method": "ωB97M-V/def2-TZVPD",
  "elements": ["C", "C", "C", "C", "N", "C", "O", "O", "H", "H", "H", "H", "H", "H", "H", "H", "H", "H"],
  "xyz": [[-1.336, 1.175, 0.692], [-0.949, 0.779, -0.741], [-0.711, -0.682, -1.112], [-0.668, -1.782, -0.146], [1.538, 0.596, 1.050], [2.453, 0.314, 0.087], [3.712, 0.272, 0.266], [1.933, 0.104, -1.100], [-1.059, 2.227, 0.708], [-0.694, 0.646, 1.386], [-2.401, 1.042, 0.901], [-1.397, 1.513, -1.400], [0.117, 0.217, -0.757], [-0.965, -1.030, -2.104], [-1.635, -1.958, 0.334], [0.136, -1.600, 0.611], [-0.205, -2.720, -0.509], [2.132, 0.887, 1.834]],
  "orbital_gap_ev": 4.99,
  "e_homo_ev": -2.3,
  "total_charge": -1,
  "multiplicity": 1,
  "e_lumo_ev": 2.71
}

---

Run ii
{
  "formula": "C5H10NO2",
  "method": "ωB97M-V/def2-TZVPD",
  "elements": ["O", "C", "N", "C", "C", "C", "O", "C", "H", "H", "H", "H", "H", "H", "H", "H", "H", "H"],
  "xyz": [[-0.088, -2.553, -0.079], [0.505, -1.684, 0.594], [-0.307, -0.696, 1.323], [-0.231, 0.705, 1.080], [-1.013, 1.245, -0.168], [-0.340, 1.177, -1.533], [-0.732, 0.001, -2.337], [1.863, -1.553, 0.872], [-1.240, -1.019, 1.552], [0.807, 0.979, 0.825], [-0.608, 1.194, 2.000], [-1.836, 0.529, -0.238], [-1.374, 2.254, 0.009], [-0.660, 1.956, -2.245], [0.746, 1.114, -1.631], [2.601, -2.204, 0.424], [2.252, -0.690, 1.393], [-0.346, -0.755, -1.838]],
  "orbital_gap_ev": 6.17,
  "e_homo_ev": -2.3,
  "total_charge": -1,
  "multiplicity": 1,
  "e_lumo_ev": 3.91
}

---

Quick ranking, most stable first: run ii, run i.

---

Run i
{
  "formula": "C5H9NO",
  "method": "ωB97M-V/def2-TZVPD",
  "elements": ["C", "C", "N", "O", "C", "C", "C", "H", "H", "H", "H", "H", "H", "H", "H", "H"],
  "xyz": [[0.379, 1.315, -1.528], [-0.004, -0.111, -1.321], [0.683, -1.077, -1.750], [-1.194, -0.174, -0.580], [-0.752, -0.745, 0.617], [-0.749, -0.064, 1.934], [0.550, -0.236, 1.194], [0.033, 1.574, -2.527], [-0.131, 1.949, -0.798], [1.460, 1.451, -1.446], [0.332, -2.000, -1.490], [-0.878, -1.824, 0.598], [-1.116, 0.955, 2.009], [-0.906, -0.699, 2.795], [1.020, 0.683, 0.838], [1.273, -0.998, 1.455]],
  "orbital_gap_ev": 11.12,
  "e_homo_ev": -10.0,
  "total_charge": 0,
  "multiplicity": 1,
  "e_lumo_ev": 1.08
}

---

Run ii
{
  "formula": "C5H9NO",
  "method": "ωB97M-V/def2-TZVPD",
  "elements": ["C", "N", "C", "C", "C", "C", "O", "H", "H", "H", "H", "H", "H", "H", "H", "H"],
  "xyz": [[-1.314, 1.534, 0.041], [-0.328, 0.546, 0.478], [-0.309, -1.054, -0.443], [1.371, 0.751, 0.345], [1.066, -1.390, -0.196], [1.950, -0.197, -0.352], [-1.319, -1.928, -0.025], [-0.922, -2.802, 0.088], [-0.551, 0.114, 1.374], [-0.535, -0.655, -1.437], [1.598, 1.758, 0.656], [1.217, -1.916, 0.749], [2.772, -0.129, -1.057], [-2.308, 1.084, -0.046], [-1.373, 2.355, 0.757], [-1.015, 1.930, -0.932]],
  "orbital_gap_ev": 7.28,
  "e_homo_ev": -6.4,
  "total_charge": 0,
  "multiplicity": 1,
  "e_lumo_ev": 0.89
}

---

Quick ranking, most stable first: run i, run ii.

---

Run i
{
  "formula": "C3H6P2",
  "method": "ωB97M-V/def2-TZVPD",
  "elements": ["C", "C", "C", "P", "P", "H", "H", "H", "H", "H", "H"],
  "xyz": [[0.251, -0.444, -0.079], [-1.979, 0.603, 0.278], [1.677, -0.755, -0.319], [-1.100, -1.485, 0.193], [-0.457, 1.161, -0.441], [-2.950, 0.608, -0.369], [-1.919, 0.812, 1.392], [2.287, 0.106, -0.209], [2.038, -1.196, -1.267], [2.110, -1.484, 0.392], [0.041, 2.073, 0.430]],
  "orbital_gap_ev": 8.21,
  "e_homo_ev": -8.2,
  "total_charge": 0,
  "multiplicity": 1,
  "e_lumo_ev": 0.03
}

---

Run ii
{
  "formula": "C3H6P2",
  "method": "ωB97M-V/def2-TZVPD",
  "elements": ["C", "C", "C", "P", "P", "H", "H", "H", "H", "H", "H"],
  "xyz": [[1.261, 1.479, -0.055], [1.608, 0.418, -0.792], [0.251, 0.431, -0.272], [-0.122, -1.798, 1.772], [-1.262, 0.314, -1.308], [1.450, 2.475, 0.241], [2.205, 0.059, -1.567], [-1.361, -1.948, 0.998], [-0.671, -0.765, 2.410], [-2.208, 0.315, -0.133], [-1.152, -0.980, -1.294]],
  "orbital_gap_ev": [6.40, 7.99],
  "e_homo_ev": [-6.8, -7.7],
  "total_charge": 0,
  "multiplicity": 1,
  "e_lumo_ev": [-0.42, 0.28]
}

---

Quick ranking, most stable first: run i, run ii.

---

Run i
{
  "formula": "C27H31N8Ni",
  "method": "ωB97M-V/def2-TZVPD",
  "elements": ["Ni", "C", "C", "C", "C", "C", "N", "C", "C", "C", "C", "C", "C", "C", "N", "C", "C", "C", "N", "C", "C", "N", "C", "C", "C", "N", "H", "H", "H", "H", "H", "H", "H", "H", "H", "H", "H", "H", "H", "H", "H", "H", "H", "H", "C", "C", "N", "C", "N", "C", "C", "C", "N", "C", "H", "H", "H", "H", "H", "H", "H", "H", "H", "H", "H", "H", "H"],
  "xyz": [[1.002, 0.767, -1.435], [-4.071, 1.422, 2.792], [-2.679, 1.242, 2.255], [-1.846, 0.225, 2.723], [-0.600, 0.014, 2.173], [-0.086, 0.827, 1.150], [1.089, 0.523, 0.490], [2.227, 0.157, 1.163], [2.508, 0.577, 2.476], [3.696, 0.276, 3.104], [4.707, -0.440, 2.464], [6.034, -0.692, 3.121], [4.448, -0.873, 1.175], [3.230, -0.620, 0.552], [3.018, -1.246, -0.719], [3.499, -2.445, -1.096], [3.161, -2.649, -2.419], [2.448, -1.511, -2.778], [2.366, -0.661, -1.752], [-0.896, 1.899, 0.748], [-2.182, 2.066, 1.259], [-0.430, 2.899, -0.159], [-0.805, 4.193, -0.172], [-0.186, 4.808, -1.234], [0.578, 3.804, -1.827], [0.439, 2.657, -1.166], [-4.126, 1.132, 3.841], [-4.794, 0.811, 2.247], [-4.394, 2.460, 2.716], [-2.194, -0.429, 3.514], [0.015, -0.809, 2.520], [1.768, 1.172, 2.996], [3.856, 0.631, 4.115], [5.955, -0.620, 4.205], [6.779, 0.037, 2.796], [6.416, -1.684, 2.880], [5.211, -1.417, 0.631], [4.033, -3.063, -0.397], [3.391, -3.507, -3.023], [1.962, -1.264, -3.708], [-2.810, 2.858, 0.868], [-1.442, 4.594, 0.596], [-0.258, 5.843, -1.515], [1.241, 3.850, -2.675], [-2.514, -2.792, 0.294], [-1.081, -3.039, -0.131], [-0.586, -1.848, -0.798], [-1.344, -0.990, -1.516], [-0.736, 0.032, -2.097], [-1.527, 0.944, -2.925], [-2.773, 0.285, -3.482], [-3.541, -0.313, -2.326], [-2.672, -1.215, -1.579], [-3.311, -2.351, -0.916], [-2.539, -2.009, 1.053], [-2.948, -3.696, 0.720], [-1.021, -3.910, -0.792], [-0.445, -3.231, 0.733], [0.408, -1.709, -0.865], [-0.893, 1.294, -3.743], [-1.813, 1.833, -2.347], [-2.501, -0.500, -4.192], [-3.386, 1.015, -4.009], [-4.401, -0.888, -2.669], [-3.914, 0.476, -1.663], [-3.434, -3.175, -1.627], [-4.307, -2.026, -0.615]],
  "orbital_gap_ev": [7.74, 6.80],
  "e_homo_ev": [-9.6, -9.5],
  "total_charge": 1,
  "multiplicity": 3,
  "e_lumo_ev": [-1.81, -2.66]
}

---

Run ii
{
  "formula": "C27H31N8Ni",
  "method": "ωB97M-V/def2-TZVPD",
  "elements": ["Ni", "C", "C", "C", "C", "C", "N", "C", "C", "C", "C", "C", "C", "C", "N", "C", "C", "C", "N", "C", "C", "N", "C", "C", "C", "N", "H", "H", "H", "H", "H", "H", "H", "H", "H", "H", "H", "H", "H", "H", "H", "H", "H", "H", "C", "C", "N", "C", "N", "C", "C", "C", "N", "C", "H", "H", "H", "H", "H", "H", "H", "H", "H", "H", "H", "H", "H"],
  "xyz": [[-1.179, 0.155, -0.570], [3.347, 4.794, -0.304], [2.613, 3.561, -0.753], [3.231, 2.312, -0.784], [2.535, 1.168, -1.115], [1.166, 1.196, -1.446], [0.412, 0.046, -1.640], [0.974, -1.096, -2.174], [1.977, -0.998, -3.158], [2.628, -2.099, -3.661], [2.293, -3.383, -3.229], [3.018, -4.589, -3.759], [1.250, -3.504, -2.333], [0.571, -2.400, -1.817], [-0.542, -2.651, -0.960], [-0.832, -3.809, -0.331], [-2.106, -3.718, 0.179], [-2.539, -2.445, -0.190], [-1.594, -1.807, -0.876], [0.571, 2.476, -1.478], [1.276, 3.615, -1.112], [-0.768, 2.647, -1.932], [-1.203, 3.585, -2.797], [-2.561, 3.419, -2.948], [-2.878, 2.325, -2.142], [-1.791, 1.867, -1.527], [4.424, 4.642, -0.336], [3.072, 5.039, 0.724], [3.098, 5.654, -0.927], [4.281, 2.238, -0.522], [3.042, 0.213, -1.096], [2.232, -0.008, -3.512], [3.403, -1.971, -4.407], [4.078, -4.373, -3.884], [2.626, -4.877, -4.737], [2.908, -5.442, -3.091], [0.943, -4.500, -2.043], [-0.131, -4.620, -0.254], [-2.649, -4.471, 0.721], [-3.493, -1.979, -0.005], [0.763, 4.571, -1.114], [-0.526, 4.298, -3.234], [-3.224, 3.984, -3.578], [-3.843, 1.871, -1.985], [-3.452, -0.888, 4.172], [-3.891, -0.007, 3.019], [-2.803, 0.018, 2.057], [-1.474, 0.000, 2.391], [-0.585, 0.119, 1.428], [0.816, 0.031, 1.822], [1.041, 0.739, 3.145], [0.204, 0.028, 4.188], [-1.159, -0.170, 3.697], [-2.179, -0.291, 4.736], [-3.249, -1.895, 3.800], [-4.222, -0.943, 4.939], [-4.128, 0.996, 3.388], [-4.780, -0.409, 2.533], [-2.994, 0.339, 1.128], [1.429, 0.472, 1.043], [1.101, -1.024, 1.922], [0.721, 1.779, 3.057], [2.093, 0.717, 3.426], [0.149, 0.616, 5.106], [0.648, -0.939, 4.440], [-2.381, 0.696, 5.169], [-1.776, -0.920, 5.530]],
  "orbital_gap_ev": [7.46, 6.48],
  "e_homo_ev": [-9.4, -9.4],
  "total_charge": 1,
  "multiplicity": 3,
  "e_lumo_ev": [-1.97, -2.90]
}

---

Quick ranking, most stable first: run i, run ii.